Entry 1:
42
Properties=species:S:1:pos:R:3:forces:R:3:lowdin_charge:R:1 method="wB97M-V/def2-TZVPD" smiles="CC(C)NC(=O)NP(=O)(Oc1ccccc1)Oc1ccccc1" spin_multiplicity=1 de_lowest_ev=0.000
C 2.14999 -2.08979 3.82093 -0.32 -0.07 -0.07 -0.0499
C 1.07664 -2.51111 2.81917 0.04 -0.22 0.08 -0.4051
C 1.61928 -3.52480 1.81621 -0.24 0.10 0.20 -0.0429
N 0.57865 -1.34985 2.10773 0.34 -0.13 0.02 0.0960
C -0.64839 -0.84703 2.30354 0.15 -0.05 0.04 -0.5990
O -1.49651 -1.31879 3.02640 -0.39 -0.08 0.29 0.0658
N -0.90221 0.33168 1.58104 0.20 0.40 -0.65 0.0550
P -0.17839 0.73381 0.13108 -0.67 -0.16 0.30 0.4917
O 1.27652 0.58574 0.07933 -0.07 -0.05 0.05 -0.2136
O -0.79612 2.18295 -0.04077 -0.01 -0.31 0.05 -0.0849
C -0.30847 3.10881 -0.94477 0.12 0.66 -0.42 -0.2770
C -0.52823 4.44984 -0.66076 -0.06 -0.28 0.13 -0.0072
C -0.08696 5.41541 -1.54747 0.01 -0.05 0.01 -0.0787
C 0.57429 5.04844 -2.70798 0.04 0.05 -0.08 -0.0921
C 0.78968 3.70930 -2.98323 -0.01 0.04 0.04 -0.0694
C 0.34657 2.73491 -2.10483 -0.09 -0.21 0.11 -0.0211
O -0.97110 -0.09940 -1.00419 0.26 0.68 0.22 -0.1030
C -0.67807 -1.44954 -1.13528 0.08 -0.70 -0.04 -0.3055
C 0.48997 -1.85486 -1.76084 -0.04 0.19 -0.03 -0.0156
C 0.74490 -3.20677 -1.91427 -0.02 0.01 0.01 -0.0760
C -0.15775 -4.14558 -1.44375 -0.02 -0.09 -0.02 -0.1026
C -1.31867 -3.73196 -0.81110 0.04 -0.02 -0.01 -0.0789
C -1.58137 -2.38297 -0.64941 -0.02 0.28 -0.02 -0.0115
H 2.99044 -1.63527 3.30073 0.14 0.05 -0.04 0.0792
H 2.50708 -2.95367 4.37472 0.10 -0.09 0.07 0.0763
H 1.74343 -1.36827 4.52480 0.00 0.08 0.09 0.0792
H 0.21753 -2.93155 3.35177 0.15 0.06 -0.09 0.1406
H 1.97881 -4.40924 2.33473 0.10 -0.12 0.03 0.0788
H 0.84151 -3.81874 1.11618 -0.03 -0.03 -0.07 0.0579
H 2.44255 -3.08968 1.25378 0.15 0.02 -0.10 0.0828
H 1.23160 -0.82970 1.53952 0.06 0.08 -0.05 0.1077
H -1.84082 0.68114 1.71534 -0.02 -0.07 0.08 0.1301
H -1.04071 4.71744 0.24984 -0.06 0.02 0.10 0.1189
H -0.25819 6.45822 -1.32746 -0.02 0.08 0.03 0.1050
H 0.92037 5.80484 -3.39568 0.03 0.06 -0.06 0.1015
H 1.30355 3.41692 -3.88634 0.04 -0.04 -0.07 0.1070
H 0.50098 1.68671 -2.30738 0.07 -0.06 -0.14 0.1019
H 1.18847 -1.11135 -2.11079 0.08 0.08 -0.03 0.1160
H 1.65429 -3.52562 -2.40047 0.08 -0.02 -0.05 0.1068
H 0.04570 -5.19887 -1.56464 0.02 -0.09 -0.01 0.1042
H -2.02070 -4.45944 -0.43313 -0.07 -0.06 0.03 0.1080
H -2.47688 -2.04694 -0.15002 -0.10 0.06 0.05 0.1238

Entry 2:
39
Properties=species:S:1:pos:R:3:forces:R:3:lowdin_charge:R:1 method="wB97M-V/def2-TZVPD" spin_multiplicity=1 de_lowest_ev=3.379
O 3.53464 4.36213 0.74861 -0.37 -0.69 0.04 0.0032
C 2.67228 3.50170 0.75904 -0.19 0.17 -0.07 -0.2741
C 1.23599 3.69814 0.74077 -1.55 1.52 0.05 -0.4105
N 0.29830 2.70211 0.65248 0.30 -0.11 0.21 -0.0102
C -0.89850 3.33839 0.68878 0.82 1.21 0.12 -0.2065
C -0.65912 4.73837 0.80322 0.86 -1.43 -0.14 -0.1909
N 0.68110 4.94525 0.82562 -0.50 -0.47 0.00 0.0730
H 2.91886 2.41731 0.79148 0.36 -0.13 -0.04 0.0900
H -1.86171 2.84725 0.63946 0.13 -0.22 -0.03 0.0633
H -1.40066 5.52452 0.86882 0.22 0.05 -0.02 0.0729
C -1.96688 -2.59647 2.19770 0.09 -0.20 0.09 -0.1934
C -1.59688 -1.17671 2.63838 -0.35 0.13 -0.26 -0.1640
C -0.20181 -0.75035 2.19118 0.35 -0.02 0.27 -0.1053
N 0.01706 -1.03440 0.75433 0.07 0.61 -0.91 -0.0240
C 0.39920 -0.09293 -0.07390 0.51 -1.32 0.84 0.0621
C 0.57051 -0.30683 -1.50259 -0.13 -0.47 -1.48 -0.1786
C -0.45123 -0.88057 -2.31036 0.56 0.07 0.34 -0.0363
C -0.19044 -1.21528 -3.63890 0.16 0.23 0.05 -0.0681
C 1.06635 -0.95003 -4.20382 -0.02 0.19 0.42 -0.0614
C 2.06259 -0.33373 -3.43178 -0.29 -0.10 -0.11 -0.0604
C 1.81423 0.01126 -2.10370 -0.50 -0.16 0.54 -0.0007
C -0.19101 -2.45317 0.38769 -0.21 -0.30 0.21 -0.1158
C -1.60838 -2.89385 0.73844 -0.23 0.10 -0.13 -0.1723
H -1.45695 -3.32159 2.84615 -0.01 0.09 -0.10 0.1167
H -3.04088 -2.75591 2.33873 0.17 0.01 0.05 0.1153
H -2.33312 -0.46145 2.25106 0.13 -0.07 -0.01 0.1219
H -1.64330 -1.11008 3.73024 0.05 0.07 -0.17 0.1217
H -0.02924 0.31656 2.36577 -0.02 -0.17 -0.15 0.1304
H 0.54387 -1.32484 2.75876 -0.02 0.10 -0.22 0.1387
H 0.72001 0.86550 0.36216 -0.57 0.45 0.03 0.0920
H -1.44376 -1.05780 -1.87937 0.42 0.02 -0.18 0.1178
H -0.96942 -1.68508 -4.24128 0.20 0.21 0.17 0.1097
H 1.25904 -1.19465 -5.25257 -0.06 0.04 0.44 0.1113
H 3.03862 -0.12312 -3.87177 -0.32 -0.01 0.15 0.1128
H 2.58283 0.48689 -1.48586 -0.23 -0.13 -0.32 0.1234
H 0.02398 -2.63024 -0.66869 0.05 0.26 0.29 0.1187
H 0.52061 -3.04504 0.98526 -0.06 0.31 -0.09 0.1434
H -1.69994 -3.96751 0.53646 0.04 0.17 0.04 0.1209
H -2.31684 -2.39370 0.06400 0.11 0.00 0.11 0.1134

Entry 3:
40
Properties=species:S:1:pos:R:3:forces:R:3:lowdin_charge:R:1 method="wB97M-V/def2-TZVPD" spin_multiplicity=1 de_lowest_ev=17.085
C 2.13106 3.43662 -0.37226 2.71 -2.69 -3.49 -0.1290
H 1.83659 4.43450 -0.56034 -1.26 0.85 0.29 0.0426
H 3.24823 3.58974 -0.08250 -1.94 -0.99 0.12 0.1038
H 2.20056 2.95626 -1.47351 0.30 1.20 1.81 0.1010
C 1.22101 2.42647 0.32271 -1.82 8.23 6.07 -0.2514
C 1.65491 1.10692 0.63344 1.36 5.70 5.52 -0.2961
C 2.50110 0.75735 1.77154 -0.69 6.48 -0.06 -0.0043
C 3.13656 -0.35739 1.64738 2.23 -1.08 3.68 -0.1207
C 2.80367 -1.37593 0.80727 2.40 0.58 2.36 -0.0449
C 2.01226 -1.17491 -0.14645 -4.53 6.73 -2.29 -0.0959
C 1.34579 0.35716 -0.29101 -1.11 -13.29 -7.84 -0.0099
N 0.48350 0.19830 -1.52861 9.70 -10.24 6.07 -0.0118
C 0.64146 -1.34321 -2.04182 4.00 8.60 8.90 0.1916
C 1.47475 -1.86840 -1.14887 -1.35 -6.40 -5.69 -0.2042
C 1.72675 -3.32538 -1.52059 0.13 1.86 2.30 -0.1352
N 1.89941 -4.45521 -1.42071 0.08 -0.48 -0.60 0.1468
H 0.08278 -1.58472 -2.74699 -4.57 -2.43 -6.32 0.0489
C -0.32816 1.05240 -1.86887 -4.69 11.06 -5.80 -0.2900
H 0.30681 2.18651 -2.06113 -2.28 -2.59 0.62 0.2146
H -0.59370 0.88252 -2.85729 -0.54 -0.19 -2.65 0.1209
C -1.66051 1.27153 -1.26883 -1.88 2.71 4.84 -0.3470
O -2.59292 2.12040 -1.43056 2.94 -2.34 -1.89 0.0173
N -1.71244 0.67735 0.01229 3.93 -0.48 -4.64 0.0203
H -1.05509 -0.05222 0.38603 -0.83 1.01 -0.93 0.1623
C -2.92481 0.61820 0.48170 4.18 -9.13 12.29 -0.1262
H -2.63326 0.74056 1.75332 -1.75 0.03 -2.90 0.1858
C -3.41399 -1.17961 0.66289 -4.39 8.42 -1.51 -0.3306
O -2.34294 -1.66368 1.09254 3.47 -7.39 2.54 -0.1447
C -2.77103 -3.23051 1.18419 10.67 3.00 -8.22 0.0951
H -2.87981 -3.55096 0.11803 -0.79 0.72 0.55 0.1098
H -3.54126 -3.31923 1.65911 -8.21 -1.04 5.96 -0.0220
H -1.84510 -3.75081 1.30738 0.33 -0.33 1.69 0.0859
H -3.65874 -1.22039 -0.34978 -0.44 -1.33 -2.17 0.0838
H -4.34189 -1.23983 1.27039 0.46 0.07 0.03 0.1253
H -3.69166 1.06582 0.30261 -7.99 5.88 -3.01 -0.0030
H 3.32320 -2.18438 1.04811 1.79 -4.09 0.17 0.0974
H 3.86518 -0.53985 2.41893 0.35 -0.43 0.10 0.1176
H 2.84661 1.68186 2.57628 -1.33 -2.94 -2.51 0.1959
H 0.14265 2.67000 0.15077 0.98 -0.93 -0.62 0.1022
H 1.10244 3.18616 1.56321 0.38 -2.36 -2.75 0.1984

Entry 4:
42
Properties=species:S:1:pos:R:3:forces:R:3:lowdin_charge:R:1 method="wB97M-V/def2-TZVPD" smiles="Cn1/c(=N/C(=O)CSCC(=O)N2CCCC2)sc2ccccc21" spin_multiplicity=1 de_lowest_ev=0.123
C 1.82994 2.22407 0.50297 -0.16 0.32 0.05 -0.0014
N 2.54113 1.00306 0.22233 -0.05 0.08 0.03 -0.0774
C 1.91906 -0.18437 0.15515 -0.13 -0.90 -0.11 -0.5005
N 0.63568 -0.31832 0.30817 0.06 0.66 0.00 0.0826
C 0.17687 -1.59120 0.22817 -0.04 -0.13 -0.01 -0.5676
O 0.90458 -2.55616 0.02660 -0.42 -0.43 0.00 -0.0695
C -1.31320 -1.74642 0.38462 -0.19 0.19 0.19 -0.3664
S -2.05613 -0.46397 1.42665 -0.16 0.01 -0.01 0.8960
C -2.28387 0.84187 0.16744 0.12 -0.44 0.11 -0.3646
C -3.32456 0.38297 -0.83160 0.27 0.22 0.25 -0.5491
O -3.00390 -0.08406 -1.91334 0.15 -0.14 -0.29 0.0453
N -4.60572 0.47654 -0.44618 -0.39 -0.01 -0.12 -0.0608
C -5.10887 0.96806 0.82145 0.04 0.27 0.43 -0.1689
C -6.58251 0.56268 0.81074 0.05 0.11 -0.06 -0.1614
C -6.93565 0.59842 -0.67518 0.11 -0.10 0.07 -0.1653
C -5.67775 0.03385 -1.32357 -0.06 -0.15 -0.39 -0.1386
S 3.01660 -1.51194 -0.15687 0.65 0.30 -0.05 1.1862
C 4.35033 -0.36445 -0.20862 -0.31 0.22 0.07 -0.4280
C 5.69158 -0.62196 -0.43411 -0.17 0.05 0.03 -0.0850
C 6.57920 0.43818 -0.43489 0.12 0.03 -0.01 -0.0917
C 6.13453 1.73711 -0.21484 0.07 -0.03 -0.01 -0.0858
C 4.79755 2.00525 0.01174 -0.22 -0.01 0.03 -0.0166
C 3.90385 0.94211 0.01535 0.73 -0.23 -0.14 -0.2385
H 1.84695 2.88325 -0.36725 -0.01 0.00 0.03 0.1039
H 0.80221 1.96366 0.74513 0.07 0.04 -0.01 0.0794
H 2.28793 2.73372 1.35184 -0.01 0.00 -0.02 0.0999
H -1.53641 -2.71362 0.83316 0.02 0.03 -0.09 0.0866
H -1.78480 -1.68907 -0.59945 0.05 -0.14 -0.03 0.0846
H -2.57508 1.74392 0.70017 0.00 0.05 0.03 0.0752
H -1.32329 0.97299 -0.32812 -0.16 0.12 -0.04 0.0651
H -4.56033 0.52656 1.65676 -0.07 0.07 -0.04 0.0844
H -5.00804 2.06006 0.87014 -0.03 -0.05 0.09 0.1258
H -7.19719 1.23061 1.41012 0.00 -0.02 0.08 0.1096
H -6.69111 -0.45197 1.19432 0.00 -0.03 0.04 0.1154
H -7.82109 0.01383 -0.91328 -0.04 0.02 -0.05 0.1097
H -7.09716 1.62758 -0.99821 -0.03 0.03 -0.03 0.1132
H -5.49931 0.39769 -2.33731 -0.05 -0.10 0.06 0.1246
H -5.69990 -1.06144 -1.35513 -0.02 0.05 -0.08 0.1311
H 6.02492 -1.63292 -0.60529 0.09 -0.13 -0.03 0.1083
H 7.62835 0.25642 -0.60948 0.10 -0.02 -0.02 0.1020
H 6.84317 2.55113 -0.22157 0.06 0.07 0.00 0.1028
H 4.45818 3.01529 0.17849 -0.03 0.12 0.02 0.1057

Looking at HOMO-LUMO gap for the records above, in order, we have 0.37276, 0.20256, 0.28129, 0.32526 Ha.